1.
Here is a 3-piece molecular cluster, C3H12N2O overall from OMol25. Energies are from ωB97M-V/def2-TZVPD.

Last column: Mulliken charge in e.
Cartesian coordinates (Å):
1 C 0.734223 2.457764 -0.618652  -0.52
2 C 1.397977 2.602460 0.564310  -0.56
3 N 1.139997 -2.182380 -0.511412  -0.74
4 H 0.912706 1.663924 -1.362944  0.23
5 H -0.231413 0.665021 0.525216  0.30
6 H -0.129768 3.115647 -0.814875  0.26
7 H 1.847002 1.707165 0.935170  0.40
8 H 1.097009 3.509203 1.171603  0.22
9 H 0.709534 -1.261313 -0.561397  0.41
10 H 1.585845 -2.379111 -1.378089  0.24
11 H 2.041421 -2.084117 0.079942  0.24
12 N -1.833701 -2.014626 0.513578  -0.62
13 C -1.645366 -0.590403 0.157416  -0.51
14 O -0.390649 -0.010174 -0.190719  -0.61
15 H -1.338437 -2.561881 -0.191858  0.29
16 H -1.429599 -2.306055 1.401274  0.25
17 H -2.328100 -0.367563 -0.641401  0.35
18 H -2.138681 0.036441 0.922839  0.38

Forces on the atoms, in the same order (eV/Å):
0.234 0.564 0.913
-2.769 0.730 -1.518
2.466 -0.250 1.758
-0.113 0.346 0.792
0.208 -0.976 -1.326
0.889 0.061 -0.382
1.314 0.186 0.478
0.691 -1.527 -0.328
0.364 -0.189 0.024
-0.023 -0.243 -1.256
-2.148 -0.043 -0.719
1.003 1.021 -0.801
-2.160 -0.104 1.063
-0.400 0.893 1.902
-0.204 -0.060 0.221
0.078 0.494 -0.128
-0.037 -0.464 -1.036
0.609 -0.440 0.344

The calculation puts the calculated total energy at -306.1653 Eh. Its SMILES is C=C.NCO.N. Its relative energy (zero: lowest compared OMol25 entry of this formula, charge and spin) is 206.4 kJ/mol. For the LUMO energy, the calculation gives 0.857 eV.

2.
Here is C40H39N6STaTe as an isolated structure from OMol25. Energies are from ωB97M-V/def2-TZVPD.

Last column: Mulliken charge in e.
Cartesian coordinates (Å):
1 Ta 0.022989 0.585762 -0.848781  0.49
2 C -0.875094 1.571612 -3.741138  -1.21
3 N -0.568260 2.094571 -2.335958  0.58
4 C 0.475975 3.095776 -2.477976  -1.15
5 C -1.772462 2.637603 -1.628063  0.52
6 C -2.850117 3.289891 -2.266223  -0.57
7 C -3.839398 3.855081 -1.474107  -1.00
8 C -3.772308 3.714089 -0.062470  -0.95
9 C -2.725878 3.154714 0.525729  -1.19
10 C -1.679959 2.584861 -0.227532  0.78
11 N -0.500024 2.101866 0.287763  1.40
12 C 0.018438 2.493421 1.560955  0.10
13 C -0.245871 3.724085 2.242588  -0.65
14 C 0.434454 3.972663 3.423399  -0.96
15 C 1.160137 2.935193 4.004262  -0.80
16 C 1.475778 1.792758 3.321644  -0.14
17 C 0.944895 1.597127 2.060598  -0.42
18 N 1.399052 0.527437 1.127324  1.46
19 C 2.700080 0.934629 0.616049  -1.23
20 C 1.531546 -0.848971 1.693846  -1.21
21 H -0.726291 2.444353 -4.372423  0.51
22 H -0.075493 0.880085 -3.990547  0.16
23 H -1.891449 1.194638 -3.821283  0.46
24 H 0.152402 3.972519 -2.980608  0.48
25 H 0.898427 3.393775 -1.464690  0.20
26 H 1.308169 2.733087 -2.983133  0.66
27 H -2.864561 3.430042 -3.381628  0.48
28 H -4.580672 4.390969 -1.993171  0.55
29 H -4.503141 4.093809 0.550934  0.64
30 H -2.692777 3.139263 1.600750  0.65
31 H -0.920532 4.503244 1.825794  0.55
32 H 0.166673 4.822127 4.035837  0.45
33 H 1.641927 3.091149 4.975790  0.51
34 H 2.128833 1.027772 3.787753  0.47
35 H 3.222798 1.579481 1.346836  0.33
36 H 3.227165 0.071850 0.153365  0.49
37 H 2.449497 1.703599 -0.111628  0.40
38 H 2.535287 -0.976426 2.062893  0.51
39 H 0.816075 -0.949993 2.479549  0.35
40 H 1.372111 -1.652091 0.908365  0.15
41 N 2.700674 -1.915947 -3.010217  -0.02
42 C 3.988945 -1.517123 -2.504597  0.43
43 C 4.923713 -2.508459 -2.270200  -0.80
44 C 6.204335 -2.112633 -1.950945  -0.71
45 C 6.515635 -0.772548 -1.749039  -0.70
46 C 5.550456 0.235704 -1.894219  -0.68
47 C 4.302076 -0.167612 -2.296734  0.58
48 S 2.971032 0.968693 -2.579926  -0.09
49 N 1.605577 -0.079433 -2.128827  -0.05
50 C 1.592021 -1.344308 -2.598074  0.82
51 C 0.366764 -2.089335 -2.560721  0.34
52 C 0.233236 -3.385909 -3.048834  -1.06
53 C -1.046087 -3.890878 -3.351824  -0.61
54 C -2.147839 -3.104445 -3.114252  -1.15
55 C -1.922552 -1.794359 -2.541329  -0.08
56 N -0.710687 -1.304475 -2.244992  0.10
57 H 2.643391 -2.761129 -3.550869  0.40
58 H 4.767583 -3.586692 -2.502788  0.36
59 H 7.065248 -2.785681 -1.921273  0.42
60 H 7.490544 -0.455492 -1.485199  0.48
61 H 5.802198 1.272263 -1.660893  0.49
62 H 1.070903 -4.035433 -3.235505  0.52
63 H -1.118237 -4.951180 -3.653421  0.50
64 H -3.138413 -3.493770 -3.340281  0.49
65 H -2.791623 -1.147344 -2.293524  0.53
66 Te -1.990775 -0.928193 0.631049  0.32
67 C -2.676726 -0.028853 2.386219  0.78
68 C -4.073148 0.215622 2.374441  -0.73
69 C -4.675195 0.742676 3.507736  -0.82
70 C -3.910959 1.108897 4.590391  -0.62
71 C -2.538668 0.884193 4.581030  -1.01
72 C -1.933043 0.340542 3.480165  0.13
73 C -1.268075 -2.868577 1.170728  0.61
74 C -0.823920 -3.086530 2.478489  -0.20
75 C -0.534142 -4.382030 2.871903  -0.73
76 C -0.613228 -5.419250 1.940931  -0.55
77 C -1.199096 -5.241083 0.667009  -0.72
78 C -1.564132 -3.953775 0.311539  -0.35
79 H -4.640905 0.010024 1.484466  0.47
80 H -5.793151 0.894836 3.439931  0.41
81 H -4.341519 1.470889 5.537122  0.46
82 H -2.048944 1.090199 5.476055  0.61
83 H -0.857635 0.294041 3.523865  0.36
84 H -0.792529 -2.257929 3.191937  0.30
85 H -0.135124 -4.604791 3.873033  0.42
86 H -0.237639 -6.388194 2.266598  0.44
87 H -1.280505 -6.047648 -0.065299  0.44
88 H -1.988268 -3.824954 -0.661524  0.63

Forces on the atoms, in the same order (eV/Å):
-0.746 -0.919 0.818
0.518 0.866 0.556
-1.386 -0.863 0.001
0.847 1.223 2.907
0.282 -0.043 -0.487
0.451 -0.140 -0.645
1.374 -1.062 0.237
-0.407 0.513 -2.881
1.745 -1.510 1.156
-0.872 1.091 -0.791
1.229 -0.607 0.608
0.082 0.980 -0.095
0.031 -0.195 -1.132
-1.340 -1.004 0.445
1.117 0.964 0.867
0.658 -1.508 0.010
-0.173 -0.432 -0.253
-1.452 -0.345 -0.412
0.547 1.430 -0.647
-0.248 -0.264 -0.936
-0.405 -0.101 -0.377
-0.279 -0.287 -0.122
0.189 -0.202 0.049
-0.649 0.810 -0.423
-0.803 -0.146 -1.040
1.189 -0.903 -1.259
-0.037 -0.250 1.305
-1.104 0.628 -0.135
-1.808 1.012 1.083
0.129 -0.196 0.228
0.600 -0.798 0.262
0.332 0.336 -0.259
-0.406 -0.052 -0.272
-0.360 0.617 -0.364
0.378 -1.174 0.031
-0.085 0.884 0.499
0.531 0.050 -0.635
0.353 -0.083 0.363
-0.405 -0.356 0.433
0.024 0.968 0.741
0.161 0.841 0.547
0.244 -0.091 -0.411
0.240 -0.988 -0.927
1.417 0.557 0.222
-1.106 0.459 -0.225
0.579 -0.464 0.546
-1.202 -0.299 -0.116
-0.286 -0.826 -0.396
0.293 0.419 0.996
1.593 0.490 0.462
-1.461 -0.472 -0.946
-0.533 0.540 0.034
0.513 -0.659 0.669
0.513 1.385 0.348
-0.991 -0.650 -0.114
-0.373 -0.268 -0.284
0.154 -0.359 0.005
-0.245 0.974 0.292
-0.653 -0.214 0.176
0.918 -0.024 0.167
-0.166 -0.269 -0.260
0.301 0.043 0.024
-0.157 0.802 -0.130
0.034 0.453 0.125
0.701 -0.595 -0.245
-0.118 -0.182 -0.270
-1.171 0.434 -0.348
1.177 -0.267 0.027
-1.910 0.398 -1.074
-0.022 -0.293 1.226
-1.765 -0.013 -0.598
1.270 0.094 0.254
-0.688 -0.552 0.141
-0.448 0.568 -0.115
0.688 -0.384 -0.111
-0.360 -0.419 -0.150
0.924 0.239 0.950
0.676 0.619 0.257
-0.325 -0.206 -0.066
1.448 -0.121 0.442
-0.047 -0.029 -0.750
1.271 0.402 1.121
0.208 -0.438 -0.198
0.138 -0.347 -0.172
-0.360 0.247 -0.505
-0.274 0.058 -0.262
-0.138 0.130 0.482
-0.302 0.341 -0.270

The calculation puts the calculated total energy at -2597.9501 Eh. Its relative energy (zero: lowest compared OMol25 entry of this formula, charge and spin) is 39.4 kJ/mol. For the LUMO energy (spin up / spin down), the calculation gives -12.899 / -12.900 eV. The charge is +4.

3.
Here is an isolated ion of composition C3H8NS and charge -1 from OMol25. Energies are from ωB97M-V/def2-TZVPD.

Last column: Mulliken charge in e.
Cartesian coordinates (Å):
1 C 0.146556 0.522587 0.320881  -0.63
2 C 1.427232 0.914768 -0.475140  -0.75
3 S 1.149318 2.029412 -1.839376  -0.67
4 C -0.543317 -0.692136 -0.259856  -0.18
5 N -1.460180 -1.303763 0.723787  -0.48
6 H -0.485526 1.416203 0.366648  0.24
7 H 0.319545 0.366173 1.401378  0.31
8 H 1.874190 -0.047010 -0.760890  0.22
9 H 2.114518 1.362644 0.255637  0.21
10 H 0.215257 -1.436453 -0.510226  0.14
11 H -1.067438 -0.478598 -1.191355  0.26
12 H -1.433867 -0.892054 1.650617  0.17
13 H -2.256286 -1.761777 0.317891  0.16

Forces on the atoms, in the same order (eV/Å):
0.120 0.856 -0.022
-0.224 -0.546 1.383
-0.133 0.220 -0.601
-0.377 -0.438 0.665
0.858 0.076 -0.469
-0.297 -0.174 -0.481
0.536 -0.508 -0.186
0.201 0.161 -0.211
0.056 0.000 -0.125
0.254 0.021 -0.090
-0.034 0.298 0.016
-0.675 -0.285 -0.597
-0.285 0.318 0.718

The calculation puts the calculated total energy at -572.0527 Eh. Its SMILES is NCCC[S-]. Its relative energy (zero: lowest compared OMol25 entry of this formula, charge and spin) is 67.1 kJ/mol. For the LUMO energy, the calculation gives 4.144 eV. The charge is -1.

4.
Here is a 4-piece molecular cluster, C7H23NO4 overall from OMol25. Energies are from ωB97M-V/def2-TZVPD.

Last column: Mulliken charge in e.
Cartesian coordinates (Å):
1 C -2.294531 -2.097217 -2.118687  -1.39
2 C -1.242011 -0.954737 -1.752047  -0.02
3 C -1.675801 0.427763 -2.368817  -0.81
4 O -0.890001 1.499323 -2.018687  -0.32
5 C 0.474629 1.354433 -2.319467  -0.55
6 N -1.294621 -0.894887 -0.322367  -0.42
7 H -1.926431 -3.059537 -1.762937  0.32
8 H -2.488631 -2.240117 -3.181697  0.39
9 H -3.262491 -1.895147 -1.660077  0.35
10 H -0.223001 -1.195537 -2.054927  0.60
11 H -2.724631 0.534063 -2.091747  0.34
12 H -1.521991 0.392813 -3.447337  0.43
13 H 0.909759 0.667793 -1.593327  0.10
14 H 1.076049 2.205053 -1.998757  0.24
15 H 0.657319 1.214783 -3.384937  0.33
16 H -2.212711 -0.727247 0.063763  0.28
17 H -0.852491 0.012993 -0.302997  0.12
18 C -0.805021 2.450813 1.906963  -0.69
19 O -0.218511 1.434623 1.127413  -0.40
20 H -0.788521 3.448713 1.468753  0.27
21 H -1.858471 2.274123 2.124023  0.26
22 H -0.198231 2.558513 2.806013  0.24
23 H 0.245069 0.776253 1.650133  0.23
24 C 3.070039 1.268073 2.834683  -0.41
25 O 1.986839 1.058253 3.717343  -0.50
26 H 2.881059 0.604843 1.990583  0.09
27 H 3.056789 2.316413 2.536513  0.18
28 H 3.991329 0.940133 3.316113  0.37
29 H 2.237319 0.558073 4.497523  0.29
30 C 1.234449 -2.497687 0.610343  -0.48
31 O 0.435289 -3.121707 -0.347377  -0.61
32 H 1.569089 -1.500857 0.323203  0.04
33 H 0.667949 -2.323667 1.525153  0.26
34 H 2.113089 -3.073747 0.900593  0.35
35 H -0.127951 -2.415747 -0.672927  0.53

Forces on the atoms, in the same order (eV/Å):
1.130 0.583 -0.731
-3.306 -1.017 -1.578
0.730 -2.329 -1.253
0.235 1.817 1.480
0.428 0.337 1.106
1.491 1.182 0.350
-0.017 0.070 0.223
0.176 0.247 -0.165
0.104 0.168 0.207
-0.082 -0.188 -0.227
0.082 0.673 -0.043
-0.822 -0.672 -0.553
0.189 -1.077 -0.722
-0.778 0.847 -0.288
0.079 -0.621 0.022
-0.366 -0.168 -0.315
0.345 0.518 1.958
0.468 0.276 0.962
-0.041 0.205 -1.126
0.333 -0.256 -0.794
0.001 -0.380 0.233
-0.428 -0.018 0.423
-0.146 0.250 0.509
-0.275 -0.815 0.197
-0.935 0.191 0.582
0.368 0.256 -0.434
0.343 -0.128 -0.050
0.269 0.440 -0.237
0.158 0.043 -0.173
0.005 0.476 1.035
0.721 -0.548 -0.442
0.220 0.124 -0.401
-0.162 -0.073 0.306
-0.077 -0.299 -0.410
-0.439 -0.115 0.349

The calculation puts the calculated total energy at -636.0956 Eh. Its SMILES is COC[C@H](C)N.CO.CO.CO. Its relative energy (zero: lowest compared OMol25 entry of this formula, charge and spin) is 301.5 kJ/mol. For the LUMO energy, the calculation gives 0.627 eV.

no.,largest force on an atom (eV/Å),molar mass (Da)
1,3.24,92.1
2,3.27,944.4
3,1.50,90.2
4,3.80,185.3